# 1
# C4H6CuMgO2

A molecular structure, C4H6CuMgO2 at a distorted geometry (wB97M-V/def2-TZVPD, OMol25).

The molar mass is 173.94 g/mol. As for the relative energy (zero: lowest compared OMol25 entry of this formula, charge and spin): 0.286 eV. As for the multiplicity: 2. Its HOMO energy (spin up / spin down) is -15.562 / -15.943 eV. As for the expectation value of S²: 0.80. Its net charge is +2. The calculation puts the HOMO-LUMO gap (spin up / spin down) at 6.6 / 5.6 eV. The calculation puts the lowest unoccupied orbital energy (spin up / spin down) at -8.93 / -10.36 eV.

Geometry as XYZ:
```
14
Properties=species:S:1:pos:R:3:forces:R:3:mulliken_charge:R:1
O 0.1559 0.9769 -1.1913 -1.03 -0.92 -2.56 -0.466
Cu -1.4986 -0.3240 -2.0606 0.00 -0.35 -0.21 0.659
H 2.5626 -1.6995 -0.3651 0.97 -0.49 -0.92 0.496
H 5.2373 0.1048 1.7708 0.44 0.03 -0.09 0.392
H 4.6393 -0.7260 -0.3108 -0.26 0.26 0.06 0.382
C 1.4421 0.8350 0.9079 -3.74 1.75 -0.89 -0.557
O 4.2996 -0.1118 1.7027 -0.98 -0.51 -2.47 -0.359
H 1.0103 0.5653 1.8681 0.18 -0.46 0.06 0.436
C 3.9134 -0.5318 0.4802 -3.88 -0.85 3.42 -0.186
H 2.1026 1.6918 1.0141 0.27 0.08 -0.34 0.398
Mg 1.1115 -1.1044 -1.5468 -0.32 0.16 -0.68 0.624
C 2.4304 -0.8821 0.3584 4.50 -1.70 -2.03 -1.103
H 1.6803 -1.4520 0.9056 0.75 0.69 1.81 0.715
C 0.5003 1.0162 -0.0881 3.09 2.29 4.85 0.569
```
Forces are in eV/Å.

# 2
# C40H111N9O13

11 unconnected molecules or ions with the total composition C40H111N9O13 at a distorted geometry (wB97M-V/def2-TZVPD, OMol25).

The molar mass is 926.38 g/mol. As for the relative energy (zero: lowest compared OMol25 entry of this formula, charge and spin): 7.293 eV. As for the multiplicity: 1. Its SMILES is COC[C@H](C)N.COC[C@H](C)N.COC[C@H](C)N.COC[C@H](C)N.COC[C@H](C)N.COC[C@H](C)N.COC[C@H](C)N.COC[C@H](C)N.COC[C@H](C)N.OCCO.OCCO. Its HOMO energy is -8.710 eV. The calculation puts the HOMO-LUMO gap at 9.1 eV. The calculation puts the lowest unoccupied orbital energy at 0.42 eV.

Geometry as XYZ:
```
173
Properties=species:S:1:pos:R:3:forces:R:3:mulliken_charge:R:1
C -2.7052 6.0394 -1.5674 0.24 0.77 0.53 0.323
H 0.9832 -6.8514 -2.9069 0.45 0.24 -1.11 0.396
N -1.0311 1.1611 -5.4316 -0.58 0.36 -1.08 -0.855
H -5.7514 2.1519 2.6807 0.30 0.02 0.71 0.347
H 1.2934 6.0539 -0.8669 0.10 -0.12 0.13 0.357
C 4.8727 1.0292 -2.1607 -1.43 -0.79 -0.44 0.112
C 0.2256 7.7497 2.3547 -0.40 0.62 0.35 -0.977
N -1.6581 -4.6590 3.3216 0.06 -0.74 -1.58 -0.626
H -0.1390 1.6028 -5.2608 0.18 -0.01 -0.02 0.294
H 5.0407 2.6037 -0.1474 0.49 0.08 -0.15 0.362
H 0.4657 7.9411 3.4005 0.75 -0.04 0.10 0.358
C 0.9420 5.2109 -1.4618 -1.93 -0.54 -0.08 -0.341
N -4.9954 3.0916 -2.1097 1.22 0.95 -0.58 0.045
H 0.0972 -4.8265 2.0724 -0.34 0.18 -0.12 -0.829
H 4.0315 0.7298 4.7190 0.02 0.04 0.22 0.361
H -4.1701 -1.3721 0.9974 -0.28 0.10 -0.43 0.172
H -0.3657 -6.9379 3.0826 -0.49 -0.27 0.15 0.322
C -5.4040 2.0045 0.0481 0.09 -0.97 -0.12 0.389
C -1.0593 4.3821 3.0153 0.09 -0.28 1.10 1.846
H 3.7896 0.3466 -3.9244 0.05 0.35 -0.32 0.218
C -1.4558 5.2676 -0.9869 -1.02 0.76 -2.02 1.046
C 5.3260 -1.0378 -3.4699 -0.67 -1.37 0.37 -1.065
H 0.7597 4.5409 2.8290 1.51 -0.44 -0.82 0.198
H -2.0974 3.2730 -3.7924 0.02 0.12 -0.01 0.401
C -1.7962 1.1523 -4.2056 2.89 -1.37 1.20 1.721
H -4.1336 -1.5851 -3.4816 -0.64 0.37 -0.52 0.444
H 8.0877 -2.8352 0.2923 0.15 -0.05 0.26 0.379
N 0.2600 3.8242 3.3358 1.04 1.19 -1.11 -0.667
C -6.0114 2.6102 -1.2567 -1.54 -1.59 1.43 0.006
H -0.9472 6.2662 4.1454 1.65 -0.17 0.48 0.628
C -4.3224 -3.5527 0.8940 -0.50 -0.41 0.12 -0.885
C 4.1959 2.8356 -0.7960 0.70 -0.21 -0.65 -0.162
H -6.6589 0.6475 2.8058 0.21 -0.24 -0.28 0.253
H -4.3735 -1.0008 -1.8470 -0.12 0.58 -0.07 0.309
O 4.4620 2.4042 -2.1731 -0.12 -0.34 1.51 -0.482
H -1.2385 -3.6572 -1.7722 -0.33 -0.17 0.16 0.231
C 4.8234 0.3668 -3.5794 0.35 -0.59 2.36 0.226
H 5.9628 -0.6925 0.6633 -0.38 0.07 -0.54 -0.253
H 3.2895 -0.5755 2.3407 0.34 -0.20 0.05 -0.128
H -0.6783 8.3485 2.2437 -0.29 0.07 -0.56 0.349
C 0.4048 -3.6207 3.8802 1.16 -0.90 -1.18 -1.465
H -4.8477 2.7576 0.6062 0.37 0.35 -0.33 0.469
C -0.9875 5.9111 3.1156 -1.60 -0.11 -0.81 -1.351
H -4.6387 6.4186 -1.3555 -0.18 0.29 0.19 0.283
H 2.5406 1.6539 1.5196 0.21 -0.31 -0.10 -0.371
H -2.2674 2.6925 3.4591 -0.38 0.10 -0.09 0.191
H -6.4679 0.7461 -2.4193 0.37 0.32 -0.27 0.210
C -1.8919 1.2074 0.6370 0.24 -0.27 -0.53 0.689
H 0.1025 -2.7255 3.3368 0.13 0.25 0.26 0.336
H -1.1373 -0.4342 -0.6254 -0.40 0.18 -0.16 0.077
H 6.3793 -2.8692 2.4397 0.44 -0.39 0.16 0.305
H 0.2233 0.0882 1.8375 0.37 -0.27 0.72 0.076
H -3.0411 8.2176 -2.0724 -0.39 -0.34 -0.15 0.428
C 2.1707 -6.6155 2.6472 0.22 -1.65 1.01 -0.274
H -1.2117 4.0518 1.9878 -0.35 0.51 -0.14 -1.017
H -1.7847 -1.5838 1.6971 0.62 0.97 -0.53 0.234
C 6.2418 -1.7424 0.7527 0.70 1.05 0.45 1.097
H 0.7892 2.0721 3.0881 -0.17 1.00 0.09 0.449
C -1.5698 2.4070 -3.3927 -0.12 0.01 0.67 -0.456
O -0.4004 5.4840 -1.9754 0.46 -0.04 0.77 -0.486
O -6.3608 1.4604 0.9378 -1.23 -0.49 -0.55 -0.446
H 0.5726 4.0979 4.2563 -0.54 -0.27 0.83 0.266
H -2.7882 -1.0278 -2.6405 0.30 -0.16 0.52 -0.129
H 1.6413 4.9545 -2.2576 -0.28 0.38 -0.28 0.274
O 3.8950 -2.1451 0.3247 -1.11 -0.52 0.25 0.175
C -0.2115 -4.8101 3.1177 -0.46 -0.55 2.91 1.899
H 7.7545 -1.6436 -0.9128 -0.28 0.27 0.00 0.293
H 1.2336 -5.9039 -0.2403 0.66 -0.20 -0.07 -0.371
H 5.5220 -1.5966 2.7291 -0.33 0.47 -0.24 0.217
H -1.7646 4.2227 -1.0158 0.39 -0.37 0.48 -0.458
H 0.0885 1.8586 -0.9946 0.22 -0.16 -1.07 -0.451
H 1.8880 -7.5956 2.2630 -0.05 0.12 -0.84 0.161
H 1.4367 0.4216 -2.8529 0.31 0.37 -0.27 0.084
H -5.0145 -3.6100 1.7341 0.55 0.68 0.66 0.352
H 3.3436 -3.9132 1.2358 -0.33 0.31 0.86 0.571
N 1.4996 -7.5942 -2.4577 -1.64 0.16 -1.08 -0.753
H 5.3611 -3.6434 0.4412 -0.22 -0.30 0.21 0.469
H -1.9441 6.4045 2.9437 -0.56 -0.31 -1.02 0.579
C 3.6439 0.2997 2.8851 -1.90 0.47 -0.52 -0.399
N 6.3521 -1.8817 2.2293 -0.06 -0.78 -0.55 -0.700
H -4.9077 0.6735 2.2401 -0.07 -0.44 -0.02 0.139
H -7.6601 1.2811 -1.3069 -0.40 -0.07 -0.11 0.481
C -5.8817 1.1628 2.2415 -0.09 1.57 -0.64 -0.655
H -2.8541 4.1167 4.3718 -0.17 0.22 -0.54 0.395
H -0.5017 2.6165 -3.3346 0.09 0.16 -0.39 0.637
C -0.8020 0.2528 0.1516 2.07 0.36 0.08 0.966
H -4.7651 1.1551 -0.1936 0.67 0.09 -0.34 -0.537
C 0.3378 -6.3884 -0.6287 0.34 1.08 0.24 0.218
C 5.2096 -2.6302 0.0692 0.22 0.23 0.15 -0.843
C 2.9439 -3.2089 0.5062 1.16 -1.32 -0.68 -1.270
N 5.7326 1.0324 -4.4386 -0.14 1.80 -0.69 -0.800
H 0.8005 4.2965 -0.8857 0.60 0.02 0.56 -0.106
C -3.8456 -0.8024 -2.7798 1.24 -0.54 0.03 -0.584
H -1.5338 1.7976 -6.0336 0.20 0.24 -0.73 0.305
H 6.6152 1.0076 -3.9482 0.62 -0.38 -0.15 0.350
C -3.5192 -2.2194 0.7817 -0.05 -0.23 0.93 0.814
H 5.2517 -1.5304 -4.4395 0.24 0.06 -0.06 0.375
C -3.1820 0.7558 -4.4721 -1.70 1.21 1.02 -1.610
C 0.4388 1.0527 -0.3497 -0.05 0.38 -0.35 0.535
H 2.9906 2.3313 3.0761 0.15 0.36 -0.02 0.549
C -2.4486 7.5555 -1.4411 1.06 0.42 -0.65 -1.519
C 1.3460 -8.7760 -0.3539 -0.86 0.58 0.37 -1.447
H -3.0598 -2.1105 -0.2008 -0.14 -0.13 -0.20 -0.218
C 0.0798 -6.2151 3.7661 0.70 1.05 -1.54 -0.969
H 0.9860 8.0961 1.6548 0.00 -0.13 0.21 0.247
O -3.9219 0.5386 -3.2225 -0.07 -0.48 -1.32 -0.257
H -7.5177 2.1713 -2.8184 0.24 0.01 -0.11 0.391
O -2.5044 -2.2092 1.8084 -1.53 -1.62 -0.01 -0.727
H -1.8013 -4.5448 4.3148 -0.20 0.25 -0.01 0.352
H 5.3820 -2.6818 -1.0059 0.02 0.13 -0.18 0.194
H -4.5419 2.2921 -2.5283 0.34 -0.29 0.05 -0.147
H -3.6029 -4.3554 1.0561 0.18 -0.11 -0.26 0.267
H 6.3479 -1.1095 -3.0978 0.16 0.22 -0.14 0.246
C 1.4794 -0.3267 -2.0615 -1.70 1.02 -0.59 -0.547
O -5.2141 -3.8287 -0.2170 1.06 0.88 -0.47 -0.551
H -1.5296 1.9823 1.3126 0.38 -0.18 0.17 -1.263
C -1.9798 3.6244 3.9459 -0.79 -0.43 0.60 -1.231
H -0.3942 -6.2326 4.7475 0.24 -0.24 0.02 0.372
O 3.7422 -0.0517 4.2425 -0.07 -0.02 0.09 -0.561
H -1.2887 0.3353 -3.6928 -0.19 -0.25 0.77 -0.597
H 2.1471 -5.8413 1.8804 -0.88 0.38 0.35 -0.081
H 2.2687 -1.0237 -2.3429 0.01 -0.07 0.84 0.140
H 0.2634 -1.3218 0.9678 0.32 0.19 -0.16 -0.141
C 2.6017 1.4386 2.5863 -0.29 0.13 1.35 0.349
H 4.6197 0.6157 2.5161 0.01 0.10 -0.40 0.374
N -3.9914 5.7634 -0.9410 -0.09 -0.09 1.29 -0.766
H 3.3783 2.3239 -0.2881 -0.47 -0.15 -0.70 -0.333
H 0.7790 -8.9436 0.5617 -0.26 -0.02 0.01 0.359
H 1.4421 -9.7428 -0.8481 0.10 0.19 -0.15 0.387
O -0.2330 -5.4021 -1.5525 -0.04 -0.95 0.52 -0.520
H 2.4331 -7.2352 -2.3169 0.01 -0.05 0.76 0.248
H -2.3111 1.7476 -0.2119 -0.39 -0.16 0.02 -0.438
H -2.6281 0.6123 1.1773 -0.25 0.21 -0.17 0.074
H 3.2320 -6.7172 2.8737 0.00 0.09 0.42 0.403
H -3.3090 -0.0282 -5.2186 0.06 -0.22 0.30 0.336
H -1.2016 5.6407 0.0053 0.15 -0.11 0.03 -0.171
H 0.4735 -0.7438 -2.1110 0.09 -0.90 -0.22 0.045
H 8.2706 -1.1071 0.7220 0.19 -0.19 -0.18 0.382
H -1.4388 3.2574 4.8180 0.26 0.29 0.09 0.330
C -0.7923 -4.2202 -0.9524 0.59 -1.02 -0.29 0.145
O -0.0324 6.3890 2.1524 -0.32 -0.68 1.20 -0.188
H -0.2477 -6.5212 0.2811 -0.78 -0.06 -0.11 0.280
H 2.3183 -8.4334 0.0003 0.17 0.11 -0.37 0.306
H -1.4203 7.8022 -1.7056 0.17 -0.30 -0.44 0.310
H -0.0340 -3.5675 -0.5199 0.38 -0.04 0.18 -0.150
H 2.8910 -3.8996 -0.3354 0.32 0.24 -0.95 0.671
H -5.6439 -4.6764 -0.0817 0.15 0.00 0.20 0.312
H -1.8786 -3.8078 2.8247 -0.79 0.31 0.28 0.274
O 1.2578 1.2356 3.1364 1.88 -1.67 -0.72 -0.611
C 0.6428 -7.7557 -1.2979 1.26 0.29 1.75 0.382
H 0.8650 1.6389 0.4644 -0.27 -0.29 0.47 -0.702
H 4.0487 3.9152 -0.7683 -0.09 -0.11 -0.32 0.351
H 5.4571 1.9742 -4.1995 0.23 1.09 -1.05 0.375
O 1.5832 0.3096 -0.8115 0.04 0.11 0.68 0.957
H -2.4832 8.0000 -0.4465 -0.60 -0.71 0.45 0.298
C 7.6832 -1.8320 0.1584 -0.89 -0.38 0.42 -1.536
H -0.3516 -8.1405 -1.5244 0.18 -0.29 -0.75 0.267
O 1.4528 -6.5497 3.8926 0.58 1.35 -0.19 -0.412
H -1.4858 -4.5053 -0.1613 -0.31 0.21 -0.08 0.087
H -2.9158 5.6776 -2.5738 1.31 0.49 -0.68 0.289
H -5.4619 3.5265 -2.8929 0.01 0.35 -0.20 0.319
H -6.5956 3.4125 -0.8061 -0.30 0.43 -0.60 0.540
H 1.8794 -3.0145 0.6369 0.39 1.16 0.61 -0.328
H -3.5795 1.6944 -4.8584 -0.87 -0.10 -0.40 0.516
H 0.1053 -3.5622 4.9266 -0.14 -0.14 -0.10 0.374
H 5.8564 0.8712 -1.7186 0.46 0.37 -0.06 0.488
H 4.1884 0.4540 -1.5370 -0.26 0.00 0.32 -0.266
N -0.3121 -0.5454 1.2614 -1.03 -0.62 0.44 0.042
H -1.8192 2.2790 -2.3394 -0.56 -0.01 -0.02 -0.731
C -6.9504 1.6499 -2.0474 -0.35 -0.02 1.95 -1.577
H 1.4866 -3.7454 3.8329 0.28 0.47 0.21 0.305
H 4.7261 -1.6393 -2.7869 -0.17 -0.03 0.12 0.068
H -4.3313 4.8639 -1.2503 0.09 -0.50 0.03 0.292
```
Forces are in eV/Å.

# 3
# C4H5NO

A single C4H5NO molecule at a distorted geometry (wB97M-V/def2-TZVPD, OMol25).

The molar mass is 83.09 g/mol. As for the relative energy (zero: lowest compared OMol25 entry of this formula, charge and spin): 4.862 eV. As for the multiplicity: 1. Its HOMO energy (spin up / spin down) is -10.860 / -9.181 eV. The calculation puts the HOMO-LUMO gap (spin up / spin down) at 9.3 / 6.7 eV. The calculation puts the lowest unoccupied orbital energy (spin up / spin down) at -1.60 / -2.47 eV.

Geometry as XYZ:
```
11
Properties=species:S:1:pos:R:3:forces:R:3:mulliken_charge:R:1
H 0.4724 -1.0173 1.7391 0.06 -0.04 -0.11 0.336
H 0.6928 1.7705 0.6062 -0.24 -0.22 0.00 0.274
H -0.9872 1.9846 -0.2017 0.16 -0.08 0.03 0.336
C -0.1703 0.0442 -1.4774 -0.42 -0.68 -0.65 -0.025
C 0.5476 -1.0645 0.6497 -0.18 -0.12 0.29 -1.180
O -1.7274 -0.2764 0.4318 -0.77 -0.11 0.39 -0.559
N -0.0101 0.2119 -2.6155 0.02 -0.04 0.79 -0.425
C -0.4983 -0.0996 0.0760 1.72 0.25 -1.49 1.364
H 1.5611 -0.8035 0.3282 -0.25 0.04 -0.02 0.351
C -0.1915 1.3289 0.1389 -0.15 0.87 0.73 -0.798
H 0.3109 -2.0788 0.3247 0.04 0.13 0.03 0.326
```
Forces are in eV/Å.